An isolated molecule of C5H11NO. Source: the Open Molecules 2025 dataset; level of theory: ωB97M-V/def2-TZVPD.

Maximum force: 0.3 eV Å⁻¹
Electronic energy: -8901.5963 eV
Net charge: 0
Energy above the lowest of the compared OMol25 structures with the same formula, charge and spin: 2.3 kcal/mol
HOMO: -0.3515 Ha

The geometry in XYZ format:
```
18
Properties=species:S:1:pos:R:3:forces:R:3:mulliken_charge:R:1
O 0.66559 0.69496 1.44802 -0.061 -0.111 -0.325 -0.640
C -0.97025 0.16246 -0.25108 0.004 0.068 -0.052 0.646
H 3.39078 -0.69648 -0.73204 -0.094 0.128 0.081 0.328
H -1.48449 -1.61120 0.89225 0.033 0.045 -0.100 0.322
H -0.97503 0.45169 -1.31318 0.025 -0.042 0.171 0.251
H 3.30327 1.01978 -0.24872 -0.052 -0.136 0.011 0.267
H -1.77327 2.09195 0.37279 -0.035 -0.151 -0.018 0.358
C -1.32794 -1.32857 -0.15350 -0.008 -0.056 0.025 -1.356
H 1.22109 -0.13609 -1.53865 0.009 0.004 0.173 0.259
H -2.98942 0.80296 0.19597 0.135 0.059 0.017 0.397
H 2.85485 -0.24422 0.90828 0.046 0.043 -0.157 0.285
N 1.44612 0.05047 -0.57443 -0.156 0.056 0.006 -0.179
H -2.24755 -1.54149 -0.70661 0.082 0.041 0.089 0.374
C -1.96640 1.02441 0.51811 -0.044 0.040 0.029 -1.477
H -1.88584 0.82490 1.59052 0.001 -0.019 -0.161 0.304
C 0.44188 0.36035 0.29446 0.072 -0.049 0.156 0.354
C 2.82846 0.03691 -0.14680 0.152 0.010 0.050 -0.858
H -0.53183 -1.96279 -0.55539 -0.109 0.071 0.004 0.364
```
Positions in Å, forces in eV/Å.